A molecular structure, C26H43FN3O2P2PtS2Si2, computed with wB97M-V/def2-TZVPD.

Its max |F| is 2.308 eV/Å. As for the expectation value of S²: 0.76. The value obtained for the LUMO energy (spin up / spin down) is -0.41 / -0.84 eV. The energy relative to the best compared isomer or geometry (same formula, charge and spin) comes out at 3.289 eV. The calculation puts the calculated total energy at -98193.5933 eV.

ORCA input file:
```
! RIJCOSX wB97M-V def2-TZVPD def2/J DEFGRID3
* xyz 0 2
Pt 0.16 0.94 1.06
C 2.42 3.36 -0.77
Si 0.94 3.14 0.42
C -0.44 4.27 -0.24
C 1.51 3.90 2.06
C 2.16 5.14 2.08
C 2.52 5.75 3.28
C 2.26 5.10 4.48
C 1.63 3.86 4.47
C 1.23 3.26 3.27
Si 0.22 1.65 3.32
C 1.18 0.45 4.41
C -1.35 2.12 4.23
H 2.84 4.36 -0.63
H 2.13 3.27 -1.82
H 3.21 2.64 -0.56
H -0.03 5.17 -0.71
H -1.08 4.57 0.59
H -1.07 3.76 -0.97
H 2.38 5.66 1.15
H 2.99 6.72 3.28
H 2.54 5.56 5.42
H 1.44 3.36 5.41
H 1.17 0.80 5.45
H 2.22 0.37 4.09
H 0.74 -0.55 4.39
H -1.10 2.66 5.14
H -1.94 1.25 4.51
H -1.98 2.78 3.62
C -2.12 -4.05 0.11
C -2.66 -3.73 -1.27
O -2.08 -2.51 -1.78
P -2.91 -1.10 -1.98
S -3.58 -0.61 -0.09
S -2.07 1.29 0.06
O -4.34 -1.65 -2.55
C -4.57 -1.87 -3.94
C -3.69 -2.95 -4.55
H -2.64 -4.92 0.51
H -2.28 -3.20 0.77
H -1.05 -4.26 0.07
H -3.75 -3.63 -1.24
H -2.40 -4.51 -1.98
H -4.45 -0.93 -4.49
H -5.62 -2.16 -4.01
H -2.64 -2.70 -4.42
H -3.91 -3.05 -5.61
H -3.88 -3.91 -4.06
C 2.06 0.11 -3.93
N 0.67 -0.13 -3.39
C 0.40 -1.63 -3.38
N 1.41 -2.31 -2.64
C 2.72 -2.05 -3.20
N 3.03 -0.62 -3.20
C 3.22 -0.12 -1.84
P 1.73 -0.31 -0.67
C 0.56 0.42 -1.99
C 1.32 -2.07 -1.20
H 2.26 1.18 -3.87
H 2.06 -0.20 -4.98
H -0.04 0.32 -3.97
H 0.41 -1.97 -4.42
H -0.57 -1.80 -2.93
H 2.74 -2.42 -4.23
H 3.47 -2.58 -2.62
H 3.50 0.93 -1.89
H 4.05 -0.66 -1.40
H 0.72 1.50 -2.04
H -0.45 0.25 -1.63
H 0.31 -2.30 -0.86
H 2.01 -2.76 -0.70
F -0.95 -4.33 4.22
C -0.73 -3.24 3.44
C -1.75 -2.33 3.24
C -1.50 -1.21 2.46
C -0.25 -0.99 1.86
C 0.76 -1.94 2.11
C 0.52 -3.07 2.89
H -2.72 -2.50 3.69
H -2.30 -0.49 2.33
H 1.75 -1.80 1.69
H 1.30 -3.80 3.08
*
```

5 unconnected molecules or ions with the total composition C26H43NO11, computed with wB97M-V/def2-TZVPD.

Its max |F| is 4.605 eV/Å. The value obtained for the LUMO energy is 0.36 eV. The structure (SMILES) is CCCCO[C@H]1C(=O)OC[C@@H]1CNC.O=C1CCCO1.O=C1CCCO1.O=C1CCCO1.O=C1CCCO1. The calculation puts the calculated total energy at -51669.5445 eV.

ORCA input file:
```
! RIJCOSX wB97M-V def2-TZVPD def2/J DEFGRID3
* xyz 0 1
C -3.79 -0.69 -3.32
C -3.98 -1.67 -2.02
C -2.48 -2.19 -1.66
C -2.45 -3.08 -0.31
O -1.93 -2.33 0.82
C -2.64 -2.62 2.02
C -2.35 -4.01 2.80
O -2.12 -5.15 2.34
O -2.42 -3.79 4.22
C -3.06 -2.47 4.37
C -2.25 -1.64 3.25
C -2.49 -0.06 3.11
N -1.15 0.59 3.33
C -0.35 0.61 2.07
H -4.12 0.37 -3.07
H -4.43 -1.06 -4.20
H -2.70 -0.69 -3.68
H -4.44 -1.08 -1.15
H -4.66 -2.52 -2.36
H -2.15 -2.87 -2.52
H -1.78 -1.29 -1.62
H -1.68 -3.91 -0.52
H -3.45 -3.59 -0.11
H -3.78 -2.67 1.88
H -3.14 -2.03 5.42
H -4.13 -2.72 4.01
H -1.15 -1.88 3.44
H -3.16 0.29 3.96
H -2.82 0.28 2.08
H -0.64 0.12 4.09
H -0.74 -0.09 1.26
H -0.28 1.67 1.64
H 0.74 0.33 2.34
O 2.29 1.71 3.24
C 3.17 1.48 2.44
O 4.17 2.35 2.14
C 4.96 1.80 1.07
C 4.71 0.31 1.11
C 3.28 0.24 1.60
H 4.63 2.26 0.13
H 6.01 2.04 1.23
H 4.86 -0.18 0.14
H 5.37 -0.16 1.84
H 2.56 0.30 0.78
H 3.10 -0.65 2.20
O 2.35 -2.76 0.53
C 2.05 -3.83 1.00
O 1.72 -4.02 2.31
C 1.54 -5.42 2.55
C 1.25 -6.02 1.20
C 2.05 -5.14 0.27
H 2.46 -5.81 3.00
H 0.71 -5.56 3.25
H 1.51 -7.08 1.14
H 0.18 -5.93 0.97
H 3.08 -5.49 0.16
H 1.57 -5.04 -0.71
O 4.68 3.45 -1.31
C 4.00 3.36 -2.30
O 3.65 2.17 -2.87
C 2.94 2.42 -4.09
C 2.40 3.83 -3.95
C 3.46 4.51 -3.11
H 3.63 2.32 -4.93
H 2.14 1.69 -4.20
H 2.22 4.32 -4.91
H 1.46 3.81 -3.40
H 4.27 4.92 -3.73
H 3.04 5.27 -2.47
O -1.63 4.04 -4.39
C -1.74 4.47 -3.27
O -0.69 4.74 -2.46
C -1.17 5.14 -1.17
C -2.58 5.63 -1.41
C -3.04 4.76 -2.56
H -1.14 4.28 -0.50
H -0.53 5.93 -0.76
H -3.22 5.56 -0.53
H -2.56 6.68 -1.73
H -3.47 3.82 -2.22
H -3.73 5.29 -3.22
*
```

A molecular structure, C26H44AsClN2O5PbSb2, computed with wB97M-V/def2-TZVPD.

Its max |F| is 3.193 eV/Å. The value obtained for the LUMO energy is 0.17 eV. The energy relative to the best compared isomer or geometry (same formula, charge and spin) comes out at 4.236 eV. The calculation puts the calculated total energy at -132569.4727 eV.

ORCA input file:
```
! RIJCOSX wB97M-V def2-TZVPD def2/J DEFGRID3
* xyz 0 1
Pb 7.93 12.74 10.54
C 8.73 10.22 14.04
Sb 8.00 12.22 13.65
C 6.35 11.94 15.05
C 9.37 13.28 14.86
C 8.92 14.65 15.31
C 8.28 14.73 16.56
C 7.77 15.93 17.02
C 7.92 17.09 16.27
C 8.66 16.99 15.09
C 9.07 15.79 14.56
C 9.91 15.78 13.25
Sb 8.63 16.20 11.46
C 10.08 16.49 9.97
C 8.25 18.32 11.88
H 9.41 10.17 14.84
H 9.28 9.84 13.21
H 7.90 9.60 14.40
H 6.22 12.88 15.50
H 6.42 11.20 15.82
H 5.48 11.72 14.39
H 10.36 13.37 14.40
H 9.53 12.67 15.80
H 8.19 13.87 17.29
H 7.27 15.91 17.99
H 7.55 18.02 16.69
H 8.86 17.91 14.57
H 10.24 14.76 13.07
H 10.68 16.55 13.37
H 10.24 15.58 9.39
H 10.99 16.81 10.38
H 9.79 17.20 9.20
H 9.25 18.83 12.07
H 7.45 18.41 12.62
H 7.86 18.69 10.95
O 9.48 11.02 7.02
C 8.48 10.06 7.09
N 8.72 8.88 6.30
C 9.10 7.68 6.73
O 9.58 6.78 6.02
C 9.00 7.43 8.22
C 8.28 6.37 8.69
C 8.13 6.18 10.03
C 8.87 6.88 10.91
N 9.63 7.90 10.47
C 9.59 8.26 9.20
H 9.97 11.19 7.84
H 7.58 10.57 6.79
H 8.34 9.77 8.13
H 9.03 9.16 5.36
H 7.96 5.67 7.99
H 7.64 5.33 10.49
H 8.95 6.61 11.94
H 10.13 9.15 8.95
C 7.71 16.25 6.92
As 7.13 14.58 7.50
C 5.49 14.89 8.28
C 6.75 13.31 6.17
O 8.23 14.02 8.63
H 6.83 16.74 6.55
H 8.51 16.17 6.16
H 8.07 16.89 7.74
H 4.83 15.66 7.75
H 5.73 15.32 9.26
H 4.89 14.01 8.41
H 6.16 13.75 5.34
H 6.20 12.52 6.66
H 7.72 12.88 5.82
C 10.01 13.06 10.85
H 10.41 12.89 9.87
H 10.35 12.14 11.34
Cl 5.64 14.39 12.93
C 5.86 13.39 11.41
H 5.27 13.81 10.61
H 5.52 12.35 11.62
C 5.39 9.02 10.29
O 6.44 9.98 10.55
C 6.48 10.98 9.64
O 5.74 11.03 8.72
H 5.77 8.29 9.56
H 4.51 9.51 9.90
H 5.21 8.51 11.21
*
```

3 unconnected molecules or ions with the total composition C26H44F10N4O7PS, computed with wB97M-V/def2-TZVPD.

Its max |F| is 5.032 eV/Å. The value obtained for the LUMO energy is 1.91 eV. The calculation puts the calculated total energy at -95266.9753 eV.

ORCA input file:
```
! RIJCOSX wB97M-V def2-TZVPD def2/J DEFGRID3
* xyz -1 1
N 5.37 -3.86 -0.82
P 5.12 -4.27 0.68
O 6.53 -3.95 1.52
O 5.09 -5.92 0.67
N 3.72 -3.46 1.24
C 2.51 -4.28 1.55
C 2.89 -5.24 2.75
C 1.92 -5.35 3.96
C 2.01 -4.16 4.99
F 3.30 -4.08 5.55
C 1.13 -3.54 1.71
C -0.14 -4.50 1.55
C -0.94 -4.25 0.22
C -2.41 -3.82 0.57
C -2.49 -2.30 0.97
C -1.79 -1.32 -0.04
C -2.49 0.09 0.05
S -1.59 1.22 -1.11
C -0.69 2.33 0.02
N -0.18 1.82 1.15
N 0.38 2.90 1.77
C 0.20 3.97 1.02
O -0.49 3.66 -0.15
C 2.19 -5.11 0.19
O 2.25 -4.42 -0.84
O 1.87 -6.34 0.22
C 3.75 -2.13 1.69
F 2.90 -1.33 0.90
F 3.34 -2.12 3.04
C 5.07 -1.27 1.74
F 5.72 -1.64 2.91
F 5.88 -1.30 0.65
C 4.80 0.30 1.96
F 3.71 0.59 2.70
F 5.88 0.73 2.75
C 4.92 1.18 0.66
F 4.36 2.40 0.97
F 6.21 1.48 0.33
F 4.27 0.73 -0.42
H 4.65 -3.21 -1.13
H 7.19 -3.71 0.84
H 5.46 -6.21 1.52
H 3.04 -6.28 2.35
H 3.90 -4.96 3.17
H 2.29 -6.23 4.57
H 0.86 -5.60 3.74
H 1.63 -3.19 4.59
H 1.30 -4.44 5.82
H 1.05 -2.86 2.59
H 1.04 -2.88 0.81
H -0.83 -4.17 2.39
H 0.10 -5.57 1.76
H -0.42 -3.58 -0.51
H -1.02 -5.25 -0.29
H -2.77 -4.40 1.46
H -3.14 -4.06 -0.26
H -3.59 -2.03 0.99
H -2.10 -2.11 2.00
H -1.79 -1.71 -1.09
H -0.74 -1.15 0.34
H -3.58 0.00 -0.18
H -2.42 0.46 1.10
H 0.55 4.98 1.31
C -3.55 9.14 0.07
C -2.10 8.74 0.24
O -1.90 7.34 0.36
C -2.33 6.55 -0.74
C -1.64 6.90 -2.05
H -4.15 8.77 0.91
H -3.65 10.23 0.02
H -3.99 8.72 -0.84
H -1.71 9.19 1.16
H -1.49 9.14 -0.58
H -3.42 6.61 -0.84
H -2.10 5.52 -0.48
H -1.85 7.92 -2.36
H -1.99 6.23 -2.84
H -0.56 6.79 -1.95
C -5.68 3.09 -4.41
C -4.22 2.67 -4.24
O -4.04 1.27 -4.13
C -4.47 0.49 -5.23
C -3.77 0.84 -6.54
H -6.28 2.72 -3.58
H -5.76 4.17 -4.45
H -6.11 2.68 -5.33
H -3.84 3.11 -3.31
H -3.60 3.08 -5.05
H -5.56 0.56 -5.34
H -4.25 -0.55 -4.98
H -3.97 1.87 -6.84
H -4.11 0.18 -7.34
H -2.69 0.73 -6.43
*
```

A molecular structure, C26H44O14S4Sn, computed with wB97M-V/def2-TZVPD.

Its max |F| is 4.774 eV/Å. The value obtained for the LUMO energy is -5.14 eV. The calculation puts the calculated total energy at -105501.5425 eV.

ORCA input file:
```
! RIJCOSX wB97M-V def2-TZVPD def2/J DEFGRID3
* xyz 0 1
Sn 5.39 2.66 -1.44
C 0.47 2.06 0.24
C -0.42 1.02 0.10
C -0.14 -0.02 -0.96
O -0.87 -1.01 -1.17
C 0.98 0.08 -1.80
C 1.96 1.10 -1.64
C 1.73 2.13 -0.46
O 2.62 2.95 -0.20
O 3.09 1.04 -2.14
O -1.41 0.96 0.86
H 0.31 2.88 0.93
H 1.09 -0.67 -2.57
C -1.81 -4.10 0.37
S -3.59 -3.78 0.56
O -4.08 -2.95 -0.60
C -4.13 -5.51 0.20
H -1.45 -4.88 1.04
H -1.25 -3.17 0.42
H -1.72 -4.42 -0.67
H -4.17 -6.34 0.91
H -3.41 -5.96 -0.49
H -5.10 -5.62 -0.29
C -1.05 3.16 4.10
S -0.93 2.16 5.59
O -1.00 3.14 6.76
C -2.53 1.29 5.75
H -0.68 2.51 3.30
H -0.39 4.01 4.23
H -2.05 3.42 3.76
H -2.62 0.88 6.75
H -2.54 0.49 5.01
H -3.33 1.98 5.46
C 3.03 1.22 2.86
S 1.58 0.51 3.77
O 1.93 -0.95 3.65
C 2.35 0.90 5.35
H 3.30 2.27 2.96
H 2.88 1.00 1.80
H 3.87 0.62 3.21
H 1.77 0.50 6.18
H 2.45 1.98 5.45
H 3.34 0.44 5.36
C -1.24 2.92 -3.04
S -1.65 2.40 -4.73
O -0.54 2.94 -5.59
C -1.40 0.63 -4.53
H -1.13 4.00 -2.97
H -0.25 2.55 -2.74
H -1.91 2.58 -2.25
H -2.16 0.08 -3.97
H -0.40 0.38 -4.19
H -1.52 0.23 -5.54
O 4.35 -5.45 -0.82
C 3.76 -4.46 -0.44
O 3.07 -3.70 -1.30
C 2.61 -2.53 -0.61
C 3.06 -2.66 0.82
C 3.76 -3.96 1.01
H 1.54 -2.33 -0.71
H 2.99 -1.59 -1.03
H 2.12 -2.71 1.38
H 3.56 -1.77 1.19
H 3.43 -4.81 1.61
H 4.82 -3.89 1.24
O -1.85 -3.76 -4.73
C -0.65 -3.84 -4.74
O 0.02 -3.66 -5.93
C 1.45 -3.66 -5.72
C 1.64 -3.83 -4.21
C 0.24 -3.87 -3.56
H 1.76 -2.65 -5.99
H 1.89 -4.36 -6.44
H 2.30 -3.01 -3.94
H 2.22 -4.75 -4.16
H 0.19 -2.92 -3.03
H -0.03 -4.70 -2.92
O -2.64 6.10 -1.74
C -2.65 5.92 -0.56
O -3.79 5.71 0.15
C -3.54 5.40 1.49
C -2.05 5.00 1.58
C -1.48 5.83 0.40
H -4.10 4.58 1.94
H -3.63 6.26 2.16
H -2.11 3.92 1.45
H -1.62 5.30 2.53
H -0.65 5.35 -0.12
H -1.21 6.83 0.74
*
```

Q: Look up the calculated total energy of the third one.
A: -132569.4727 eV

Q: Among the records above, which one has the highest max |F|?
A: C26H44F10N4O7PS

Q: Which of these has the lowest calculated total energy?
A: C26H44AsClN2O5PbSb2

Q: Which of these has the lowest max |F|?
A: C26H43FN3O2P2PtS2Si2